8 unconnected molecules or ions with the total composition C24H64O8, computed with wB97M-V/def2-TZVPD.

Atoms and positions in Å:
C1 -1.1515 4.6779 3.5208
C2 -1.3157 3.5908 2.4808
C3 -2.5711 3.7699 1.6265
O1 -0.1561 3.6133 1.6564
H1 -1.8684 4.5155 4.3274
H2 -1.2916 5.6712 3.0965
H3 -0.1461 4.6256 3.9417
H4 -1.3917 2.6089 2.9671
H5 -3.4455 4.0247 2.2322
H6 -2.8242 2.8273 1.1290
H7 -2.4139 4.5273 0.8601
H8 -0.1623 2.8495 1.0584
C4 1.5438 -2.8327 2.4923
C5 1.3156 -4.1953 3.1172
C6 1.2793 -5.2865 2.0756
O2 2.3903 -4.5229 4.0239
H9 1.3741 -2.0076 3.1850
H10 0.8454 -2.7119 1.6568
H11 2.5480 -2.7767 2.0695
H12 0.3912 -4.2205 3.7024
H13 1.2418 -6.2634 2.5586
H14 2.1460 -5.2480 1.4175
H15 0.3643 -5.1836 1.4834
H16 2.7685 -3.7088 4.3692
C7 1.7913 4.3333 -1.9632
C8 2.3371 3.0471 -2.5548
C9 3.4324 2.4462 -1.6735
O3 1.2351 2.1376 -2.6955
H17 1.3830 4.1615 -0.9651
H18 1.0285 4.7837 -2.5963
H19 2.6142 5.0464 -1.8708
H20 2.7667 3.2571 -3.5406
H21 3.1986 2.6009 -0.6192
H22 4.4046 2.8924 -1.8906
H23 3.5415 1.3739 -1.8539
H24 1.4869 1.4252 -3.2917
C10 -4.7505 -3.8001 0.1861
C11 -3.3657 -3.6639 -0.3980
C12 -2.3408 -3.4592 0.6876
O4 -3.0282 -4.7845 -1.2259
H25 -4.8132 -4.5710 0.9544
H26 -5.4523 -4.0263 -0.6189
H27 -5.0879 -2.8427 0.5942
H28 -3.3666 -2.7945 -1.0609
H29 -2.5917 -2.5815 1.2875
H30 -1.3070 -3.3478 0.3571
H31 -2.3549 -4.3283 1.3599
H32 -2.8333 -5.5285 -0.6465
C13 -0.9154 0.0821 1.2435
C14 -0.2986 0.2416 -0.1304
C15 -1.2137 -0.3462 -1.1932
O5 -0.1483 1.6437 -0.3624
H33 -0.5190 0.8321 1.9291
H34 -0.7140 -0.8817 1.7159
H35 -2.0032 0.1724 1.1863
H36 0.6739 -0.2690 -0.1602
H37 -2.1951 0.1208 -1.0859
H38 -1.3963 -1.4176 -1.0308
H39 -0.8343 -0.3042 -2.2138
H40 0.2963 1.7599 -1.2205
C16 0.5895 -3.8059 -2.9149
C17 1.4344 -2.5368 -2.6969
C18 2.1936 -2.6329 -1.3858
O6 2.3220 -2.3283 -3.7964
H41 0.1151 -4.1183 -1.9835
H42 1.2081 -4.6097 -3.3127
H43 -0.2214 -3.6019 -3.6154
H44 0.7485 -1.6922 -2.7039
H45 2.7378 -1.7118 -1.1579
H46 2.9111 -3.4566 -1.4384
H47 1.5215 -2.8100 -0.5453
H48 2.9580 -3.0502 -3.8037
C19 -1.9168 2.0605 -4.2659
C20 -3.1367 2.4836 -3.4805
C21 -2.7956 3.4030 -2.3122
O7 -4.0531 3.1854 -4.3198
H49 -1.3555 2.9061 -4.6731
H50 -2.2434 1.4780 -5.1362
H51 -1.1980 1.4647 -3.7051
H52 -3.6255 1.5836 -3.0835
H53 -1.7801 3.2285 -1.9625
H54 -3.4945 3.2865 -1.4834
H55 -2.8935 4.4414 -2.6390
H56 -4.3475 2.5825 -5.0092
C22 2.5916 0.9051 1.7830
C23 3.4546 1.1486 3.0057
C24 2.6042 1.4923 4.2154
O8 4.1892 -0.0460 3.3241
H57 2.0656 -0.0413 1.9327
H58 3.1957 0.7687 0.8780
H59 1.8815 1.7006 1.5529
H60 4.1727 1.9545 2.8172
H61 2.2813 2.5328 4.1525
H62 3.1313 1.3117 5.1485
H63 1.6911 0.8882 4.2081
H64 4.9329 -0.1195 2.7200

Forces on atoms 1 to 2 (eV/Å):
C 0.09 -0.27 0.20
C -0.11 0.05 -0.52

SMILES string: CC(C)O.CC(C)O.CC(C)O.CC(C)O.CC(C)O.CC(C)O.CC(C)O.CC(C)O
Frontier orbital gap in eV: 10.173
Highest occupied orbital energy in eV: -9.7
Relative energy (zero: lowest compared OMol25 entry of this formula, charge and spin) in eV: 0.549